Molecular formula: C24H36N2SiSn
Method: DFT, wB97M-V/def2-TZVPD

ORCA input file:
```
! RIJCOSX wB97M-V def2-TZVPD def2/J DEFGRID3
* xyz 0 1
C 0.5867 2.6270 3.9701
C 1.0141 2.9570 2.6509
C -0.1516 3.3062 1.8850
H 2.0464 3.0413 2.3162
C -1.2907 3.1760 2.7454
C -0.8309 2.7646 4.0259
H -1.4430 2.6711 4.9225
H 1.2389 2.4117 4.8153
H -0.1533 3.6903 0.8660
H -2.3162 3.4360 2.4936
Sn -0.2740 0.4473 1.8069
C -0.8989 -0.0647 -0.2655
H -1.8195 0.4706 -0.5094
H -1.0757 -1.1458 -0.2238
H -0.0968 0.2221 -0.9575
Si -0.6040 -1.1772 -3.3203
C 1.1194 -1.0167 -3.9609
C 1.8050 0.1984 -3.7745
H 1.2988 1.0467 -3.3083
C 3.1356 0.3317 -4.1896
H 3.6590 1.2786 -4.0284
C 3.7836 -0.7391 -4.8096
H 4.8213 -0.6359 -5.1304
C 3.1004 -1.9428 -5.0315
H 3.6068 -2.7711 -5.5333
C 1.7711 -2.0804 -4.6114
H 1.2297 -3.0123 -4.7867
C -1.6464 0.2245 -3.9215
C -1.4239 0.8568 -5.1624
H -0.6567 0.4773 -5.8418
C -2.1734 1.9822 -5.5343
H -1.9815 2.4769 -6.4915
C -3.1660 2.4735 -4.6757
H -3.7288 3.3682 -4.9470
C -3.4452 1.8090 -3.4755
H -4.2310 2.1812 -2.8094
C -2.7194 0.6660 -3.1252
H -2.9702 0.1172 -2.2168
H -0.5326 -1.5429 -1.9006
H -1.3010 -2.4282 -3.7590
C 2.4231 -1.0602 1.1624
N 1.5009 -1.0090 2.3142
C 2.2782 -0.6577 3.5260
C 0.8239 -2.3300 2.4801
C -0.1936 -2.2896 3.6172
N -1.0877 -1.0673 3.5631
C -2.4429 -1.4322 3.0688
C -1.2446 -0.5009 4.9244
H 1.8775 -1.3215 0.2480
H 3.1938 -1.8267 1.3562
H 2.9100 -0.0855 1.0266
H 1.6415 -0.5624 4.4107
H 3.0164 -1.4584 3.7025
H 2.8015 0.2932 3.3692
H 0.3433 -2.5975 1.5254
H 1.6068 -3.0788 2.6950
H -0.8368 -3.1856 3.5608
H 0.3222 -2.3035 4.5915
H -2.8561 -2.2453 3.6896
H -3.1123 -0.5628 3.1251
H -2.3942 -1.7740 2.0281
H -1.6084 -1.2962 5.5974
H -0.2869 -0.1302 5.3076
H -1.9615 0.3297 4.9142
*
```

Properties
energy relative to the best compared isomer or geometry (same formula, charge and spin): 0.0 kJ/mol
HOMO level: -0.210 Ha
gap between HOMO and LUMO: 0.2227 Ha
E: -42156.7628 eV
max |F|: 3.34 eV/A
LUMO energy: 0.3 eV


Molecular formula: C24H36O18
Method: DFT, wB97M-V/def2-TZVPD

ORCA input file:
```
! RIJCOSX wB97M-V def2-TZVPD def2/J DEFGRID3
* xyz 0 1
C -1.8002 -1.6048 0.0347
C -0.5670 -2.0365 -0.8558
C 0.1891 -0.8437 -1.4790
O 1.5122 -0.9946 -0.9762
C 1.6384 -2.1263 -0.2629
O 2.6512 -2.4126 0.3557
O 0.4370 -2.7531 -0.0792
H -2.0557 -2.4644 0.6542
H -2.6016 -1.2001 -0.5835
H -1.5640 -0.6978 0.5912
H -0.8691 -2.6478 -1.7062
H -0.0939 0.1616 -1.1668
H 0.1830 -0.9624 -2.5625
C 4.0605 1.8761 2.5619
C 5.4559 2.3502 2.8353
C 6.5910 2.1300 1.8320
O 7.2182 3.3829 1.7025
C 6.5416 4.3292 2.3309
O 6.7912 5.5501 2.3619
O 5.4480 3.7835 2.8979
H 3.7743 2.3222 1.6095
H 3.5177 2.3086 3.4024
H 3.8884 0.8112 2.4051
H 5.7469 1.9179 3.7927
H 6.2329 1.9324 0.8217
H 7.2239 1.2873 2.1101
C -7.7633 3.7325 -1.7342
C -6.3391 4.2183 -2.2592
C -5.9215 5.5658 -1.6991
O -4.6004 5.3126 -1.2431
C -4.2762 4.0149 -1.3332
O -3.2155 3.6022 -0.9078
O -5.2454 3.3452 -1.9778
H -7.7499 3.8027 -0.6465
H -7.8558 2.6854 -2.0224
H -8.5459 4.3857 -2.1200
H -6.3119 4.3308 -3.3431
H -6.5927 5.8367 -0.8841
H -5.8869 6.4456 -2.3416
C -6.6990 -6.9624 -3.9539
C -6.0110 -5.5629 -4.2655
C -5.2296 -4.8687 -3.0890
O -3.9205 -4.7570 -3.5469
C -3.8128 -5.3876 -4.6935
O -2.7608 -5.3688 -5.3888
O -4.9651 -5.6853 -5.1868
H -5.8548 -7.6484 -4.0241
H -7.4740 -7.1736 -4.6907
H -6.9898 -6.9897 -2.9038
H -6.7340 -4.8362 -4.6359
H -5.1970 -5.3776 -2.1257
H -5.7026 -3.9174 -2.8453
C 8.2727 -3.6057 -0.6820
C 8.5849 -2.1418 -0.3079
C 9.5941 -2.0706 0.8550
O 10.5654 -1.1422 0.4261
C 10.3345 -0.7595 -0.8558
O 11.0433 -0.1320 -1.5622
O 9.1866 -1.2374 -1.2425
H 7.7603 -4.0935 0.1472
H 9.2022 -4.1647 -0.7899
H 7.6072 -3.6608 -1.5435
H 7.7164 -1.5767 0.0303
H 10.1619 -2.9874 1.0135
H 9.1425 -1.7180 1.7823
C -1.3063 2.2486 4.5190
C -2.8020 2.5959 4.7029
C -3.4266 3.6586 3.7981
O -4.5431 2.8719 3.3944
C -4.3088 1.6068 3.5938
O -4.9671 0.6730 3.1584
O -3.5489 1.4162 4.4891
H -1.0217 1.3141 5.0025
H -0.7147 3.0928 4.8732
H -1.0428 2.0563 3.4790
H -2.8435 2.9754 5.7238
H -2.7679 4.0342 3.0150
H -3.7734 4.6043 4.2147
*
```

Properties
energy relative to the best compared isomer or geometry (same formula, charge and spin): 460.9 kJ/mol
HOMO level: -0.382 Ha
gap between HOMO and LUMO: 0.3905 Ha
SMILES string: C[C@H]1COC(=O)O1.C[C@H]1COC(=O)O1.C[C@H]1COC(=O)O1.C[C@H]1COC(=O)O1.C[C@H]1COC(=O)O1.C[C@H]1COC(=O)O1
E: -62324.5512 eV
max |F|: 10.11 eV/A
LUMO energy: 0.2 eV


Molecular formula: C24H37BCs2N5O2S
Method: DFT, wB97M-V/def2-TZVPD

ORCA input file:
```
! RIJCOSX wB97M-V def2-TZVPD def2/J DEFGRID3
* xyz 1 1
Cs 23.9552 -10.8616 0.2627
Cs 19.5002 -16.7832 -3.9150
B 18.9874 -10.8797 -2.4614
H 19.3709 -11.6596 -1.8219
H 19.5858 -9.9823 -2.4892
H 18.9640 -11.3099 -3.4506
H 17.9675 -10.6849 -2.1679
C 24.3861 -8.1903 -9.7879
C 25.5987 -8.9423 -10.3717
C 25.9068 -10.2295 -9.5943
S 24.5677 -10.4058 -8.2791
O 25.0513 -9.8926 -7.0321
O 23.9789 -11.7567 -8.1510
C 23.3626 -9.1805 -9.0766
H 23.9313 -7.5828 -10.5704
H 24.7654 -7.5019 -9.0327
H 26.4793 -8.3001 -10.3578
H 25.3036 -9.1688 -11.3963
H 26.8819 -10.3417 -9.1202
H 25.7650 -11.1063 -10.2261
H 22.6358 -8.9402 -8.3006
H 22.8322 -9.8266 -9.7760
N 14.3434 -7.6598 1.8694
C 14.7100 -6.9442 3.0165
C 13.5384 -6.3261 3.4581
C 12.4896 -6.5664 2.6109
C 13.0211 -7.4460 1.6362
H 14.8986 -8.3371 1.3662
H 15.7196 -6.8886 3.3962
H 13.5714 -5.7446 4.3676
H 11.4728 -6.2029 2.6305
H 12.6070 -8.0059 0.8107
N 24.4388 -3.0135 0.6709
C 24.8290 -3.9800 -0.2674
C 23.6765 -4.3392 -0.9855
C 22.6608 -3.5859 -0.4275
C 23.1411 -2.7213 0.5730
H 25.0402 -2.5155 1.3115
H 25.8742 -4.2505 -0.2963
H 23.6194 -5.0829 -1.7666
H 21.6103 -3.6204 -0.6760
H 22.5738 -2.0515 1.2023
N 13.6370 -14.0458 -1.6345
C 12.9035 -14.3281 -2.7768
C 11.8665 -15.2075 -2.4345
C 12.0488 -15.4347 -1.0827
C 12.9806 -14.5559 -0.5606
H 14.4715 -13.4790 -1.6843
H 13.2210 -14.0132 -3.7599
H 11.2041 -15.7339 -3.1057
H 11.4414 -16.0976 -0.4844
H 13.2179 -14.4354 0.4861
N 17.9854 -14.1496 -9.9083
C 17.7074 -15.2062 -10.6773
C 16.3872 -15.1854 -10.9666
C 15.8163 -13.9888 -10.4485
C 16.9113 -13.3622 -9.8065
H 18.8975 -14.0254 -9.4928
H 18.4477 -15.9823 -10.8036
H 15.8337 -15.9650 -11.4687
H 14.7673 -13.7338 -10.4158
H 16.9999 -12.4816 -9.1876
N 16.1197 -6.2049 -4.7248
C 14.8092 -6.5353 -4.8481
C 14.1124 -5.4387 -5.3398
C 15.0554 -4.4501 -5.5363
C 16.3251 -4.9843 -5.2839
H 16.8211 -6.8783 -4.4513
H 14.5122 -7.4974 -4.4573
H 13.0394 -5.4290 -5.4628
H 14.9850 -3.4662 -5.9761
H 17.2706 -4.4939 -5.4624
*
```

Properties
HOMO level: -0.317 Ha
gap between HOMO and LUMO: 0.1834 Ha
E: -49627.8268 eV
max |F|: 4.80 eV/A
LUMO energy: -3.6 eV


Molecular formula: C24H37BaN4O3SeSi
Method: DFT, wB97M-V/def2-TZVPD

ORCA input file:
```
! RIJCOSX wB97M-V def2-TZVPD def2/J DEFGRID3
* xyz -1 1
Ba 0.8035 -0.2210 -0.8522
O 1.7385 1.1811 -2.7251
C 2.8476 1.6309 -3.1834
C 2.9178 2.1296 -4.5166
C 4.0716 2.6506 -5.0463
C 5.2523 2.7046 -4.2974
C 5.2294 2.2030 -3.0161
C 4.0719 1.6621 -2.4338
C 4.2618 1.0841 -1.1084
N 3.3991 0.5261 -0.3499
C 3.9196 -0.1545 0.8349
C 3.0917 0.0767 2.1017
N 1.6593 -0.2376 2.0112
C 1.2798 -1.4524 1.9857
C 2.1276 -2.6689 1.8640
C 2.7614 -3.2748 2.9366
C 3.5479 -4.4040 2.7457
C 3.6814 -4.9138 1.4574
C 3.0493 -4.3256 0.3767
C 2.2399 -3.1795 0.5406
O 1.6711 -2.5661 -0.4529
H 2.0024 2.0895 -5.0940
H 4.0641 3.0234 -6.0650
H 6.1606 3.1148 -4.7178
H 6.1378 2.2100 -2.4214
H 5.3075 1.1099 -0.7686
H 4.9408 0.1758 1.0725
H 3.9563 -1.2241 0.6170
H 3.1545 1.1318 2.3731
H 3.5683 -0.5031 2.8969
H 0.1939 -1.5983 1.9666
H 2.6345 -2.8581 3.9307
H 4.0433 -4.8779 3.5829
H 4.2959 -5.7922 1.2917
H 3.1625 -4.7252 -0.6237
N -1.7706 0.2324 -2.1712
C -2.6556 1.1737 -1.4729
C -1.8630 2.2124 -0.6981
N -1.1160 1.5847 0.4029
H -1.4341 0.6394 -3.0380
H -2.2665 -0.6220 -2.3956
H -3.2630 0.6069 -0.7633
H -3.3406 1.6874 -2.1575
H -2.5463 2.9921 -0.3408
H -1.1449 2.7045 -1.3644
H -1.7775 1.1361 1.0418
H -0.6397 2.2951 0.9480
C -4.4476 -3.7666 -0.4519
C -3.0966 -3.3114 -0.9144
C -1.9654 -3.4575 0.0631
O -2.9404 -2.8186 -2.0158
H -4.3928 -4.7366 0.0458
H -5.1431 -3.7953 -1.2885
H -4.7797 -3.0385 0.2951
H -1.8703 -4.5115 0.3332
H -2.2160 -2.9094 0.9772
H -1.0159 -3.1183 -0.3591
C -4.9149 -0.6238 5.1344
Si -5.3067 -0.4344 3.2947
C -6.3588 1.1296 3.1346
C -6.4460 -1.8807 2.8507
Se -3.4891 -0.3758 2.0374
H -5.8262 -0.6592 5.7399
H -4.3039 0.2129 5.4795
H -4.3490 -1.5412 5.3094
H -7.2576 1.0773 3.7574
H -6.6669 1.2750 2.0970
H -5.7822 2.0067 3.4361
H -7.3236 -1.9106 3.5040
H -5.9163 -2.8312 2.9482
H -6.7952 -1.7964 1.8187
*
```

Properties
energy relative to the best compared isomer or geometry (same formula, charge and spin): 98.1 kJ/mol
HOMO level: -0.160 Ha
gap between HOMO and LUMO: 0.2449 Ha
E: -111515.8880 eV
max |F|: 0.59 eV/A
LUMO energy: 2.3 eV


Molecular formula: C24H37BaN4O3SeSi
Method: DFT, wB97M-V/def2-TZVPD

ORCA input file:
```
! RIJCOSX wB97M-V def2-TZVPD def2/J DEFGRID3
* xyz -1 1
Ba -0.0564 0.6028 0.9310
O -0.1524 1.1739 3.2528
C -1.1344 0.7279 3.9537
C -0.8816 0.0232 5.1668
C -1.8873 -0.4682 5.9604
C -3.2304 -0.2664 5.6230
C -3.5122 0.4420 4.4783
C -2.5176 0.9234 3.6111
C -2.9797 1.7279 2.4872
N -2.3500 1.9134 1.4018
C -2.7811 2.8222 0.3699
C -1.6079 3.7055 -0.0640
N -0.5334 2.9092 -0.6217
C -0.1357 3.1530 -1.8072
C 0.8423 2.4232 -2.5901
C 1.0701 2.9145 -3.8872
C 1.8908 2.2774 -4.7875
C 2.4958 1.0774 -4.3940
C 2.3001 0.5615 -3.1372
C 1.4936 1.2155 -2.1643
O 1.3785 0.7371 -0.9767
H 0.1601 -0.1102 5.4341
H -1.6359 -1.0080 6.8667
H -4.0264 -0.6425 6.2510
H -4.5492 0.6341 4.2189
H -3.9532 2.2185 2.6511
H -3.6298 3.4458 0.6869
H -3.0984 2.2365 -0.4994
H -1.2342 4.2182 0.8285
H -1.9690 4.4651 -0.7735
H -0.5849 3.9985 -2.3537
H 0.5624 3.8275 -4.1837
H 2.0450 2.6787 -5.7800
H 3.1236 0.5392 -5.0955
H 2.7590 -0.3732 -2.8386
N 1.7535 -1.4775 1.7241
C 0.9739 -2.4633 2.4782
C -0.1932 -2.9889 1.6625
N -1.1758 -1.9584 1.3118
H 2.1112 -1.8832 0.8651
H 2.5545 -1.1340 2.2406
H 0.6023 -1.9799 3.3873
H 1.5703 -3.3323 2.7876
H -0.6430 -3.8259 2.2084
H 0.1765 -3.4104 0.7223
H -1.8243 -1.8355 2.0856
H -1.7373 -2.3313 0.5335
C 2.9001 2.6852 1.2285
C 3.8481 1.6165 0.7403
C 4.6161 1.9164 -0.5182
O 4.0300 0.5975 1.3699
H 3.4489 3.6172 1.3821
H 2.4461 2.3736 2.1696
H 2.1278 2.8885 0.4816
H 4.9658 2.9502 -0.5292
H 3.9499 1.7857 -1.3714
H 5.4535 1.2287 -0.6147
C -2.1398 -3.3698 -4.4809
Si -1.3619 -3.5767 -2.7681
C -0.1401 -2.1436 -2.5893
C -0.2966 -5.1415 -2.8570
Se -2.8677 -3.6564 -1.1566
H -1.4080 -3.5189 -5.2817
H -2.5594 -2.3658 -4.5821
H -2.9554 -4.0835 -4.6145
H 0.5743 -2.1050 -3.4183
H 0.4310 -2.2245 -1.6604
H -0.6701 -1.1874 -2.5633
H 0.2960 -5.1808 -3.7770
H -0.9272 -6.0314 -2.8088
H 0.3896 -5.1785 -2.0065
*
```

Properties
energy relative to the best compared isomer or geometry (same formula, charge and spin): 96.2 kJ/mol
HOMO level: -0.139 Ha
gap between HOMO and LUMO: 0.2161 Ha
E: -111515.9083 eV
max |F|: 1.31 eV/A
LUMO energy: 2.1 eV


Molecular formula: C24H37BrMnN3OSi
Method: DFT, wB97M-V/def2-TZVPD

ORCA input file:
```
! RIJCOSX wB97M-V def2-TZVPD def2/J DEFGRID3
* xyz 2 5
Mn 1.5544 1.3448 -1.4181
O -0.1461 3.2080 -4.4381
C 0.4056 2.4222 -3.7200
N 0.7640 2.6747 -2.4091
C 0.6568 4.0255 -1.8766
C 1.2989 4.0211 -0.5250
C 1.3614 5.1266 0.3017
C 2.0238 5.0252 1.5124
C 2.6078 3.8161 1.8812
C 2.4983 2.7446 1.0306
N 1.8582 2.8452 -0.1553
C 0.8221 1.0379 -4.1273
C 0.6089 0.5305 -5.3856
C 1.0920 -0.7427 -5.6688
C 1.7639 -1.4530 -4.6838
C 1.9312 -0.8834 -3.4357
N 1.4679 0.3456 -3.1672
H -0.3888 4.3394 -1.8185
H 1.1670 4.7384 -2.5310
H 0.9034 6.0550 -0.0111
H 2.0900 5.8830 2.1684
H 3.1368 3.7087 2.8168
H 2.9158 1.7774 1.2754
H 0.0898 1.1362 -6.1161
H 0.9503 -1.1741 -6.6507
H 2.1577 -2.4409 -4.8755
H 2.4334 -1.4067 -2.6332
C -1.7141 0.2685 -0.9991
C -1.7895 -1.0884 -0.2974
C -3.2097 -1.2160 0.3066
C -1.6236 -2.1829 -1.3592
Si -0.5618 -1.3123 1.1492
Br 1.6525 -0.6384 0.1643
C -0.7014 -0.0384 2.5607
C 0.6030 0.1994 3.3338
C -1.7543 -0.5858 3.5541
C -1.1878 1.3263 2.0563
C -0.0952 -3.0986 1.6198
C -1.4211 -3.8066 1.9913
C 0.8249 -3.1313 2.8483
C 0.5761 -3.9215 0.5099
H -2.3332 0.2426 -1.9001
H -0.6971 0.5045 -1.3291
H -2.0637 1.0945 -0.3850
H -3.9462 -1.0678 -0.4878
H -3.4123 -0.4698 1.0744
H -3.3922 -2.2036 0.7293
H -2.3674 -2.0263 -2.1452
H -1.7897 -3.1794 -0.9578
H -0.6332 -2.1615 -1.8242
H 1.0360 -0.7086 3.7449
H 0.3831 0.8651 4.1725
H 1.3583 0.6909 2.7179
H -1.4257 -1.4997 4.0461
H -2.7233 -0.7728 3.0882
H -1.9153 0.1603 4.3365
H -0.4807 1.7745 1.3486
H -1.2674 2.0033 2.9106
H -2.1696 1.2862 1.5884
H -1.9425 -3.3309 2.8229
H -1.1903 -4.8293 2.2999
H -2.1054 -3.8792 1.1461
H 0.3760 -2.6716 3.7264
H 1.7884 -2.6524 2.6586
H 1.0260 -4.1749 3.1006
H -0.0766 -4.1084 -0.3382
H 0.8410 -4.8939 0.9315
H 1.5004 -3.4713 0.1456
*
```

Properties
energy relative to the best compared isomer or geometry (same formula, charge and spin): 0.0 kJ/mol
HOMO level (alpha / beta): -0.563 / -0.563 Ha
gap between HOMO and LUMO (alpha / beta): 0.2654 / 0.2916 Ha
E: -141235.6416 eV
max |F|: 0.59 eV/A
LUMO energy (alpha / beta): -8.1 / -7.4 eV